# 1
The following is a DFT calculation (ωB97M-V with the def2-TZVPD basis set) of a structure of composition C22H24ClN3O6PdS in a non-equilibrium geometry.

As for the multiplicity: 2. The value obtained for the HOMO-LUMO gap (spin up / spin down) is 5.1 / 5.6 eV. Its expectation value of S² is 0.76. As for the net charge: -1. The calculation puts the HOMO energy (spin up / spin down) at -4.30 / -4.38 eV. The calculation puts the energy above the lowest of the compared OMol25 structures with the same formula, charge and spin at 59.0 kcal per mole.

Positions of all 58 atoms, in Å:
Pd 0.159 0.600 -0.240
C -2.085 2.862 2.245
C -1.277 1.723 2.750
N -0.628 0.864 1.997
C -0.035 -0.040 2.825
C -0.337 0.268 4.128
N -1.124 1.394 4.054
C 0.032 -0.323 5.412
O 0.793 -1.393 5.361
O -0.351 0.171 6.455
C 0.779 -1.137 2.246
O 1.294 -1.962 3.034
O 0.889 -1.137 0.993
H -2.148 2.754 1.161
H -1.620 3.821 2.488
H -3.088 2.845 2.675
H -1.491 1.856 4.870
H 0.970 -1.674 4.388
O 0.974 -0.836 -1.795
N 1.778 -0.346 -2.701
C 2.836 -1.088 -3.090
C 3.587 -0.740 -4.178
C 3.265 0.412 -4.898
C 2.238 1.209 -4.435
C 1.513 0.865 -3.294
S 0.359 1.896 -2.551
H 3.010 -1.962 -2.481
H 4.425 -1.360 -4.465
H 3.830 0.690 -5.778
H 1.990 2.143 -4.918
Cl 4.138 2.142 -1.391
C 4.031 1.312 0.129
C 5.093 0.517 0.504
C 5.102 -0.089 1.754
C 4.051 0.145 2.634
C 2.993 0.939 2.256
C 2.910 1.526 0.970
C 1.773 2.296 0.599
H 5.919 0.379 -0.181
H 5.928 -0.726 2.040
H 4.057 -0.306 3.618
H 2.177 1.109 2.947
H 1.831 2.937 -0.269
H 1.148 2.651 1.409
C -2.857 -0.807 0.123
C -2.833 0.363 -0.886
C -2.596 -0.211 -2.293
C -4.207 1.054 -0.847
O -1.881 1.325 -0.536
H -3.627 -1.535 -0.146
H -3.063 -0.425 1.126
H -1.885 -1.303 0.130
H -3.420 -0.860 -2.605
H -1.670 -0.787 -2.293
H -2.492 0.608 -3.005
H -5.008 0.331 -1.019
H -4.254 1.833 -1.611
H -4.350 1.516 0.132

=====

# 2
The following is a DFT calculation (ωB97M-V with the def2-TZVPD basis set) of a structure of composition C22H24ClN4O2PPdS5.

As for the multiplicity: 2. The value obtained for the HOMO-LUMO gap (spin up / spin down) is 6.5 / 6.5 eV. Its expectation value of S² is 0.79. As for the net charge: -1. The calculation puts the HOMO energy (spin up / spin down) at -4.82 / -4.92 eV. The calculation puts the energy above the lowest of the compared OMol25 structures with the same formula, charge and spin at 28.9 kcal per mole.

Positions of all 60 atoms, in Å:
Pd 1.279 0.751 0.589
S 2.783 -0.959 0.460
C 2.376 -1.880 1.888
C 2.670 -3.231 1.994
C 2.338 -3.950 3.142
C 2.630 -5.356 3.194
N 2.871 -6.481 3.198
C 1.709 -3.296 4.207
C 1.434 -1.934 4.111
C 1.761 -1.222 2.966
S 1.509 0.496 2.822
C 1.337 -4.012 5.397
N 1.035 -4.569 6.357
H 3.162 -3.744 1.178
H 0.949 -1.435 4.940
C 0.250 1.577 -5.889
C 0.830 2.407 -4.762
O -0.152 2.684 -3.756
P -0.341 1.779 -2.435
S -1.677 2.613 -1.304
S 1.535 1.405 -1.751
O -0.817 0.354 -3.051
C -2.200 -0.049 -3.059
C -2.953 0.585 -4.209
H 0.996 1.456 -6.678
H -0.628 2.067 -6.312
H -0.043 0.591 -5.531
H 1.152 3.382 -5.129
H 1.694 1.915 -4.312
H -2.643 0.210 -2.099
H -2.170 -1.136 -3.144
H -2.927 1.671 -4.122
H -3.995 0.261 -4.185
H -2.522 0.297 -5.170
S -1.126 -1.162 0.251
C -0.223 -2.253 -0.634
N 0.098 -3.506 -0.241
C 1.015 -4.165 -1.156
C 1.319 -3.047 -2.175
N 0.309 -2.050 -1.853
H -0.063 -3.786 0.710
H 0.544 -5.029 -1.630
H 1.915 -4.506 -0.645
H 1.218 -3.397 -3.202
H 2.320 -2.633 -2.034
H 0.353 -1.102 -2.206
Cl 0.532 3.421 1.224
C -0.585 3.868 2.476
C -0.441 5.123 3.029
C -1.314 5.561 4.017
C -2.342 4.722 4.449
C -2.487 3.471 3.899
C -1.617 2.979 2.887
C -1.792 1.701 2.362
H 0.360 5.760 2.680
H -1.192 6.547 4.444
H -3.027 5.055 5.218
H -3.283 2.817 4.233
H -1.121 1.285 1.632
H -2.601 1.079 2.718

=====

# 3
The following is a DFT calculation (ωB97M-V with the def2-TZVPD basis set) of a structure of composition C22H24F16NO8S2 in a non-equilibrium geometry.

The value obtained for the HOMO-LUMO gap is 7.5 eV. As for the net charge: -1. The calculation puts the HOMO energy at -5.64 eV. The calculation puts the energy above the lowest of the compared OMol25 structures with the same formula, charge and spin at 0.0 kcal per mole.

Positions of all 73 atoms, in Å:
C 2.134 -1.123 0.798
C 1.918 -0.318 -0.449
O 1.805 -0.846 -1.510
O 1.806 1.001 -0.326
C 2.741 1.583 0.600
C 2.878 3.071 0.429
S 1.392 4.105 0.532
O 1.684 5.035 1.595
O 1.265 4.706 -0.773
N 0.120 3.178 0.779
S -0.240 2.872 2.297
O -0.832 3.972 3.020
O 0.828 2.195 3.027
C -1.590 1.649 2.143
C -2.060 1.463 0.720
C -3.115 2.227 0.230
C -3.517 2.084 -1.096
C -2.858 1.183 -1.932
C -3.268 1.054 -3.378
C -1.818 0.402 -1.437
C -1.419 0.548 -0.112
H 2.122 -2.181 0.575
H 1.355 -0.912 1.526
H 3.077 -0.877 1.269
H 3.719 1.154 0.368
H 2.525 1.322 1.631
H 3.402 3.297 -0.492
H 3.491 3.417 1.254
H -2.420 2.079 2.688
H -1.261 0.715 2.576
H -3.586 2.933 0.897
H -4.321 2.700 -1.471
H -2.881 1.891 -3.957
H -4.347 1.068 -3.461
H -2.843 0.157 -3.812
H -1.297 -0.299 -2.071
H -0.605 -0.020 0.300
C -8.610 -1.835 -3.601
C -7.425 -0.939 -4.001
C -6.230 -1.601 -4.689
F -5.638 -2.505 -3.885
F -5.321 -0.646 -4.982
F -7.008 -0.238 -2.928
F -7.919 -0.042 -4.905
O -8.685 -2.244 -2.248
C -8.064 -3.383 -1.804
C -7.015 -3.067 -0.735
F -6.061 -2.267 -1.238
F -6.439 -4.225 -0.337
F -7.547 -4.105 -2.813
F -9.013 -4.150 -1.216
H -9.488 -1.205 -3.733
H -8.735 -2.672 -4.288
H -6.535 -2.093 -5.618
H -7.481 -2.577 0.122
C 7.664 -1.028 4.194
C 9.106 -1.168 3.678
C 9.710 0.016 2.920
F 9.036 0.266 1.783
F 10.988 -0.288 2.587
F 9.219 -2.292 2.939
F 9.890 -1.332 4.784
O 6.635 -1.626 3.431
C 6.016 -0.949 2.409
C 6.203 -1.658 1.066
F 7.512 -1.739 0.756
F 5.580 -0.945 0.104
F 6.403 0.336 2.355
F 4.691 -0.952 2.678
H 7.652 -1.584 5.130
H 7.427 0.004 4.455
H 9.716 0.914 3.545
H 5.781 -2.664 1.107

=====

# 4
The following is a DFT calculation (ωB97M-V with the def2-TZVPD basis set) of a cluster of 2 separate species, C22H24F2N4O4 in total in a non-equilibrium geometry.

The value obtained for the HOMO-LUMO gap is 8.5 eV. As for the net charge: 0. The calculation puts the HOMO energy at -8.45 eV. Its structure (SMILES) is O=c1[nH]cnc2c(O)c(F)c(-c3ccc(F)cc3)cc12.CNC(=O)[C@@H](NC(C)=O)C(C)C.

Positions of all 56 atoms, in Å:
O -3.956 -4.643 -1.334
C -2.813 -4.959 -1.046
N -2.647 -6.121 -0.349
C -1.385 -6.546 0.027
N -0.300 -5.860 -0.260
C -0.405 -4.659 -0.974
C 0.758 -3.942 -1.267
O 1.938 -4.478 -0.824
C 0.696 -2.739 -1.988
F 1.853 -2.098 -2.287
C -0.554 -2.238 -2.419
C -0.664 -0.982 -3.185
C -1.497 -0.905 -4.316
C -1.582 0.278 -5.060
C -0.842 1.402 -4.687
F -0.918 2.540 -5.414
C -0.025 1.341 -3.558
C 0.061 0.162 -2.808
C -1.716 -2.967 -2.114
C -1.643 -4.169 -1.395
H -3.474 -6.660 -0.132
H -1.282 -7.477 0.578
H 1.693 -5.308 -0.369
H -2.065 -1.773 -4.636
H -2.218 0.331 -5.937
H 0.547 2.216 -3.266
H 0.691 0.141 -1.921
H -2.689 -2.591 -2.422
C 0.476 -1.155 3.049
N 0.524 0.305 3.016
C 0.761 1.025 1.911
O 0.958 0.479 0.832
C 0.856 2.556 2.075
N 1.390 2.900 3.412
C 0.884 3.735 4.320
C -0.431 4.444 4.064
O 1.471 3.914 5.373
C 1.661 3.231 0.930
C 0.812 3.356 -0.345
C 2.158 4.649 1.258
H 0.465 -1.510 4.080
H -0.418 -1.507 2.532
H 1.353 -1.562 2.540
H 0.405 0.807 3.882
H -0.167 2.921 2.004
H 2.281 2.500 3.669
H -1.222 3.710 3.924
H -0.342 5.074 3.183
H -0.666 5.067 4.927
H 2.540 2.623 0.713
H 0.470 2.377 -0.675
H -0.057 3.988 -0.159
H 1.409 3.794 -1.146
H 1.319 5.301 1.496
H 2.692 5.058 0.400
H 2.853 4.623 2.098

=====

# 5
The following is a DFT calculation (ωB97M-V with the def2-TZVPD basis set) of the molecule C22H24FN5S in a non-equilibrium geometry.

The value obtained for the HOMO-LUMO gap is 7.9 eV. As for the net charge: 0. The calculation puts the HOMO energy at -8.08 eV. The calculation puts the energy above the lowest of the compared OMol25 structures with the same formula, charge and spin at 4.8 kcal per mole. Its structure (SMILES) is CCN(CC)CCSc1nnc2c3cc(F)ccc3n(Cc3ccccc3)c2n1.

Positions of all 53 atoms, in Å:
C -6.783 -0.216 -4.403
C -5.373 -0.821 -4.460
N -5.032 -1.797 -3.452
C -5.677 -3.089 -3.512
C -7.052 -3.220 -2.843
C -4.761 -1.274 -2.133
C -3.299 -0.836 -2.041
S -2.951 -0.236 -0.349
C -1.251 0.086 -0.473
N -0.662 -0.162 -1.641
N 0.615 0.047 -1.794
C 1.290 0.509 -0.763
C 2.666 0.848 -0.548
C 3.795 0.805 -1.353
C 4.981 1.216 -0.780
F 6.107 1.191 -1.525
C 5.079 1.654 0.536
C 3.956 1.699 1.342
C 2.749 1.296 0.794
N 1.497 1.252 1.385
C 1.180 1.601 2.749
C 1.892 0.704 3.730
C 2.609 1.235 4.792
C 3.266 0.401 5.680
C 3.217 -0.971 5.508
C 2.503 -1.508 4.450
C 1.842 -0.675 3.567
C 0.620 0.775 0.479
N -0.671 0.561 0.638
H -7.018 0.123 -3.397
H -7.533 -0.938 -4.713
H -6.838 0.638 -5.074
H -5.228 -1.293 -5.437
H -4.642 -0.011 -4.378
H -5.764 -3.357 -4.567
H -4.998 -3.810 -3.042
H -7.794 -2.594 -3.329
H -7.382 -4.254 -2.902
H -7.000 -2.938 -1.794
H -5.407 -0.424 -1.871
H -4.929 -2.057 -1.392
H -3.072 -0.022 -2.726
H -2.628 -1.667 -2.248
H 3.747 0.467 -2.375
H 6.043 1.956 0.915
H 4.026 2.029 2.365
H 1.446 2.649 2.928
H 0.095 1.489 2.847
H 2.651 2.307 4.929
H 3.820 0.825 6.505
H 3.733 -1.622 6.198
H 2.459 -2.578 4.314
H 1.279 -1.094 2.745

=====

# 6
The following is a DFT calculation (ωB97M-V with the def2-TZVPD basis set) of a structure of composition C22H24InN2O2 in a non-equilibrium geometry.

The value obtained for the HOMO-LUMO gap is 6.4 eV. As for the net charge: -1. The calculation puts the HOMO energy at -3.57 eV.

Positions of all 51 atoms, in Å:
C 1.437 -1.181 -4.248
C 0.282 -0.382 -4.481
C -0.786 -0.920 -3.708
C -0.289 -2.043 -2.989
C 1.088 -2.203 -3.320
In 0.917 -0.143 -2.179
N 2.596 -0.006 -1.405
C 2.753 1.419 -1.877
C 1.472 1.827 -2.646
H -1.798 -0.516 -3.648
H 0.224 0.489 -5.133
H -0.852 -2.654 -2.282
H 1.760 -2.962 -2.916
H 2.430 -1.013 -4.670
H 1.677 2.140 -3.680
H 2.925 2.076 -1.001
H 3.458 -0.410 -1.039
H 0.868 2.579 -2.117
H 3.636 1.489 -2.543
C -3.735 1.548 0.040
C -2.310 1.862 0.430
C -1.704 2.995 -0.130
C -0.410 3.351 0.220
C 0.308 2.573 1.117
C -0.241 1.412 1.685
N 0.609 0.689 2.582
C 0.575 -0.700 2.908
C 0.766 -1.024 4.265
C 0.737 -2.343 4.707
C 0.533 -3.373 3.801
C 0.377 -3.090 2.447
C 0.402 -1.762 1.956
C 0.356 -1.604 0.464
O 0.415 -2.691 -0.268
O 0.493 -0.431 -0.128
C -1.593 1.054 1.359
C -2.340 -0.105 1.994
H -3.787 0.542 -0.424
H -4.392 1.578 0.934
H -4.136 2.283 -0.691
H -2.242 3.619 -0.833
H 0.043 4.234 -0.211
H 1.321 2.870 1.362
H 1.288 1.258 3.112
H 0.920 -0.237 4.993
H 0.874 -2.566 5.758
H 0.515 -4.399 4.145
H 0.256 -3.933 1.778
H -2.623 -0.848 1.220
H -1.816 -0.624 2.803
H -3.259 0.277 2.485

=====

# 7
The following is a DFT calculation (ωB97M-V with the def2-TZVPD basis set) of a cluster of 2 separate species, C22H24N3O in total in a non-equilibrium geometry.

The value obtained for the HOMO-LUMO gap is 6.8 eV. As for the net charge: +1. The calculation puts the HOMO energy at -10.96 eV. The calculation puts the energy above the lowest of the compared OMol25 structures with the same formula, charge and spin at 0.0 kcal per mole.

Positions of all 50 atoms, in Å:
C 1.342 -3.254 0.769
C -0.015 -2.703 0.815
N -0.450 -1.461 0.812
C -1.837 -1.511 0.843
C -2.262 -2.829 0.895
C -3.591 -3.461 0.965
N -1.101 -3.554 0.881
H 2.053 -2.421 0.657
H 1.533 -3.812 1.701
H 1.420 -3.944 -0.088
H -2.473 -0.636 0.833
H -4.365 -2.694 0.987
H -3.793 -4.105 0.107
H -3.713 -4.071 1.861
H -1.038 -4.559 0.913
C -3.787 3.725 3.110
O -2.375 3.816 3.422
C -1.529 3.014 2.720
C -1.962 2.193 1.650
C -1.024 1.456 0.950
C 0.307 1.313 1.388
C 1.147 0.373 0.676
C 1.303 0.450 -0.712
C 2.409 -0.111 -1.510
C 3.591 -0.762 -1.192
C 4.437 -1.180 -2.243
C 4.114 -0.938 -3.588
C 2.948 -0.233 -3.918
C 2.142 0.188 -2.868
N 0.991 0.987 -2.908
C 0.380 1.530 -4.107
C 0.530 1.196 -1.642
C 0.732 2.153 2.465
C -0.156 3.014 3.081
H -4.254 4.445 3.777
H -3.982 3.989 2.061
H -4.166 2.713 3.311
H -3.015 2.136 1.349
H -1.337 0.904 0.072
H 1.928 -0.150 1.221
H 3.830 -0.936 -0.140
H 5.355 -1.717 -2.004
H 4.786 -1.279 -4.376
H 2.678 -0.002 -4.947
H 0.922 1.161 -4.981
H -0.675 1.228 -4.177
H 0.414 2.627 -4.102
H -0.307 1.862 -1.456
H 1.773 2.144 2.789
H 0.140 3.703 3.877

=====

# 8
The following is a DFT calculation (ωB97M-V with the def2-TZVPD basis set) of the molecule C22H24N4O4 in a non-equilibrium geometry.

The value obtained for the HOMO-LUMO gap is 8.0 eV. As for the net charge: 0. The calculation puts the HOMO energy at -7.98 eV. The calculation puts the energy above the lowest of the compared OMol25 structures with the same formula, charge and spin at 19.3 kcal per mole. Its structure (SMILES) is CC[C@@H](C)NC(=O)CNC(=O)c1nn(-c2ccc(OC)cc2)c(=O)c2ccccc12.

Positions of all 54 atoms, in Å:
C 0.512 -1.833 7.013
C 1.049 -1.331 5.679
C 1.785 -2.419 4.886
C 0.840 -3.494 4.355
N 2.524 -1.814 3.779
C 1.955 -1.128 2.771
O 0.768 -0.907 2.658
C 2.964 -0.599 1.744
N 2.250 -0.073 0.614
C 2.485 -0.499 -0.645
O 3.474 -1.140 -0.956
C 1.413 -0.083 -1.604
N 0.333 0.358 -1.042
N -0.735 0.726 -1.734
C -1.821 1.148 -0.921
C -1.956 0.597 0.353
C -2.985 0.998 1.172
C -3.907 1.955 0.741
O -4.891 2.273 1.624
C -5.862 3.217 1.241
C -3.761 2.509 -0.526
C -2.721 2.112 -1.348
C -0.831 0.638 -3.123
O -1.856 0.915 -3.716
C 0.394 0.177 -3.780
C 0.418 0.100 -5.174
C 1.554 -0.329 -5.822
C 2.681 -0.691 -5.086
C 2.676 -0.626 -3.711
C 1.529 -0.194 -3.034
H 1.311 -2.265 7.613
H 0.075 -1.008 7.570
H -0.257 -2.587 6.868
H 0.234 -0.944 5.069
H 1.750 -0.512 5.861
H 2.535 -2.885 5.536
H 1.393 -4.221 3.764
H 0.082 -3.037 3.726
H 0.356 -4.013 5.177
H 3.520 -1.953 3.752
H 3.571 0.185 2.216
H 3.628 -1.394 1.390
H 1.325 0.295 0.811
H -1.250 -0.143 0.697
H -3.100 0.579 2.159
H -6.416 2.887 0.357
H -5.414 4.197 1.045
H -6.545 3.297 2.085
H -4.447 3.258 -0.889
H -2.624 2.554 -2.325
H -0.471 0.388 -5.715
H 1.573 -0.387 -6.900
H 3.569 -1.027 -5.602
H 3.543 -0.912 -3.138